Below is a cluster of 5 separate species, C13H26Br2N4O13Si in total, with properties calculated with ωB97M-V/def2-TZVPD.

Last column: natural (NBO) charge in e.
CARTESIAN COORDINATES (ANGSTROEM)
C (5.078, 1.700, 1.194)  -0.7282
C (4.853, 0.744, -0.160)  0.7858
O (5.475, 1.146, -1.303)  -0.5703
O (4.048, -0.522, -0.111)  -0.5707
C (2.664, -0.166, 0.348)  0.8000
O (2.399, -0.122, 1.672)  -0.5344
C (1.587, 0.182, -0.843)  -1.0288
Si (-0.254, -0.220, -0.401)  1.6292
Br (-1.388, -0.207, -2.439)  -0.3105
C (-1.091, 1.210, 0.635)  -0.9699
C (-0.267, 2.652, 0.512)  -0.4331
C (-1.293, 3.969, 0.568)  -0.0714
O (-2.476, 3.742, 1.417)  -0.7450
C (-0.534, -1.979, 0.330)  -1.0438
C (-0.100, -2.159, 1.901)  0.4828
O (1.009, -2.906, 2.159)  -0.5619
Br (-1.066, -1.433, 3.498)  0.0348
H (5.504, 0.969, 2.024)  0.2587
H (5.794, 2.606, 0.999)  0.2651
H (4.003, 2.057, 1.559)  0.2587
H (1.868, -0.533, -1.757)  0.2822
H (1.776, 1.282, -1.197)  0.3021
H (-1.311, 0.915, 1.746)  0.2567
H (-2.155, 1.428, 0.140)  0.2968
H (0.330, 2.756, -0.491)  0.2067
H (0.435, 2.730, 1.456)  0.2067
H (-0.660, 4.918, 0.884)  0.1692
H (-1.623, 4.166, -0.561)  0.1963
H (-2.229, 3.334, 2.304)  0.4777
H (0.154, -2.720, -0.300)  0.3172
H (-1.661, -2.332, 0.177)  0.3014
C (-5.307, 2.713, -1.459)  -0.4773
N (-4.100, 1.931, -1.078)  0.5282
O (-4.268, 0.959, -0.331)  -0.3633
O (-3.019, 2.314, -1.539)  -0.3772
H (-6.183, 2.265, -0.984)  0.2334
H (-5.160, 3.737, -1.109)  0.2424
H (-5.396, 2.673, -2.546)  0.2356
C (-5.269, -1.805, 4.976)  -0.4840
N (-5.076, -0.449, 4.394)  0.5193
O (-5.789, 0.461, 4.832)  -0.3697
O (-4.213, -0.337, 3.515)  -0.3721
H (-6.054, -1.756, 5.733)  0.2325
H (-5.557, -2.474, 4.163)  0.2381
H (-4.320, -2.110, 5.423)  0.2367
C (4.328, -0.236, -3.883)  -0.4874
N (3.164, -0.128, -4.802)  0.5184
O (2.468, 0.891, -4.718)  -0.3760
O (2.981, -1.070, -5.583)  -0.3775
H (4.368, 0.658, -3.256)  0.2537
H (4.184, -1.129, -3.272)  0.2292
H (5.227, -0.316, -4.497)  0.2365
C (2.528, -4.903, -1.015)  -0.4856
N (1.364, -4.795, -1.935)  0.5296
O (0.668, -3.776, -1.851)  -0.3903
O (1.181, -5.737, -2.716)  -0.3527
H (2.568, -4.010, -0.389)  0.2381
H (2.384, -5.796, -0.404)  0.2431
H (3.427, -4.983, -1.630)  0.2382

Force components x, y, z for each atom (eV/Å):
-1.1 -1.5 0.2
3.6 2.9 -4.8
-4.4 -3.4 7.5
-0.8 4.0 0.5
-1.5 0.6 6.1
1.8 -0.3 -9.1
2.3 -1.3 -0.4
-1.3 1.3 0.4
1.0 -0.3 1.0
-1.0 1.3 -0.4
-0.6 0.3 1.0
1.1 -0.5 -1.0
1.7 -0.2 0.1
-0.2 -1.5 0.8
6.5 -4.7 -0.1
-7.4 5.0 -1.5
0.7 -0.5 -1.8
-0.9 1.6 -1.7
-1.5 -2.1 0.0
2.4 -0.8 -0.8
-0.4 1.6 1.9
-0.4 -2.1 0.7
0.7 0.6 -2.1
2.6 -0.9 1.2
-1.0 -0.3 2.0
-1.0 -0.2 -2.1
-1.4 -1.9 -0.3
0.2 -0.5 2.7
-0.1 0.8 -1.9
-1.5 1.5 1.7
2.3 1.0 0.4
-0.3 0.0 0.1
0.5 -0.5 0.3
0.5 1.3 -1.1
-1.7 -0.5 0.6
0.3 0.0 -0.1
0.1 -0.2 -0.1
0.1 0.1 0.2
-0.2 -0.2 0.2
0.1 1.1 -0.4
1.1 -1.1 -0.7
-1.3 0.0 1.3
0.2 0.1 -0.2
0.2 0.1 0.1
-0.1 0.0 -0.2
0.1 0.3 0.2
-0.8 0.0 -0.7
0.8 -1.5 -0.3
0.1 1.4 1.0
0.0 -0.3 -0.2
0.1 0.1 -0.2
-0.2 -0.1 0.1
0.2 0.2 0.3
-0.6 -0.4 -0.8
0.7 -1.4 -0.6
0.1 1.7 1.2
-0.1 -0.2 -0.1
0.1 0.1 -0.2
-0.2 -0.1 0.1

DFT total energy   -194426.8538 eV
SMILES   CC(=O)OC(=O)C[Si@](Br)(CCCO)CC(=O)Br.C[N+](=O)[O-].C[N+](=O)[O-].C[N+](=O)[O-].C[N+](=O)[O-]
Charge   0
Kohn-Sham gap   0.3395 Ha


Below is a structure of composition C10H5O3P, with properties calculated with ωB97M-V/def2-TZVPD.

Last column: Mulliken charge in e.
CARTESIAN COORDINATES (ANGSTROEM)
C (1.678, 1.717, 0.105)  -0.7221
C (2.095, 0.407, 0.328)  -0.3786
C (0.372, 1.888, -0.585)  -0.3641
C (1.056, -0.681, 0.171)  -0.6118
C (-0.361, -0.133, 0.318)  1.4631
C (0.822, -1.700, -0.638)  0.9508
C (-1.291, -0.768, 1.356)  -0.0466
C (-0.638, 1.022, -0.447)  0.1159
C (-0.582, -1.467, -0.738)  -1.1930
C (-1.413, -1.547, 0.312)  0.1043
O (-3.223, 0.707, -0.285)  -0.4468
O (1.493, -2.549, -1.399)  -0.4665
O (-1.837, -0.349, 2.472)  -0.5690
P (-2.263, 0.982, -1.358)  0.1491
H (2.206, 2.606, 0.321)  0.5056
H (3.180, 0.144, 0.622)  0.3037
H (0.459, 2.608, -1.290)  0.5100
H (0.808, -3.166, -1.622)  0.3321
H (-2.561, 0.277, 2.357)  0.3640

Force components x, y, z for each atom (eV/Å):
-0.4 -3.8 0.1
0.8 1.2 0.2
0.5 -2.2 2.1
2.3 2.7 0.8
-0.7 -3.0 2.3
0.4 -0.1 -0.3
0.3 1.3 -0.5
-0.7 2.1 -1.7
-2.2 -0.6 -2.0
0.4 -0.1 0.6
-1.0 -0.2 0.7
0.7 0.0 0.5
-0.1 -0.3 1.2
1.5 0.3 -0.5
1.0 0.5 0.1
-2.0 0.5 -0.3
-0.7 2.6 -2.1
-0.1 -1.0 -0.8
-0.1 0.1 -0.5

DFT total energy   -25873.0458 eV
Energy above the lowest of the compared OMol25 structures with the same formula, charge and spin   0.0 kJ/mol
Charge   0
Kohn-Sham gap   0.2582 Ha


Below is a structure of composition C12H22N3, with properties calculated with ωB97M-V/def2-TZVPD.

Last column: natural (NBO) charge in e.
CARTESIAN COORDINATES (ANGSTROEM)
C (-1.751, -0.176, 1.961)  -0.3991
C (-3.689, 0.023, -0.170)  -0.2905
C (-1.558, -0.981, -0.374)  -0.0654
C (-1.468, 1.009, 1.115)  -0.0612
C (0.232, -0.109, -0.380)  0.0263
C (-2.369, -0.168, 0.583)  -0.1246
C (1.484, 2.620, -0.819)  -0.6305
C (1.935, -1.537, -1.472)  -0.5971
C (0.966, -2.287, 0.643)  -0.6147
C (2.498, -0.272, 0.619)  -0.6050
C (0.073, 2.315, -0.355)  -0.2069
C (1.403, -1.051, -0.041)  -0.1023
N (-3.330, -0.277, -1.508)  -0.0667
N (-2.241, -0.745, -1.644)  -0.1445
N (-0.113, 1.020, 0.438)  -0.4277
H (-0.824, -0.731, 2.086)  0.2290
H (-2.376, -0.181, 2.906)  0.2705
H (-4.459, -0.631, 0.167)  0.2446
H (-4.016, 0.996, -0.221)  0.2325
H (-1.590, -2.151, -0.280)  0.2540
H (-1.835, 2.028, 1.208)  0.2499
H (0.261, 0.092, -1.386)  0.2297
H (1.944, 1.809, -1.442)  0.2177
H (1.497, 3.451, -1.454)  0.2574
H (2.165, 2.624, -0.051)  0.2176
H (1.231, -2.102, -2.007)  0.2296
H (2.648, -2.356, -1.209)  0.2263
H (2.428, -0.712, -1.944)  0.2137
H (0.171, -2.274, 1.492)  0.2136
H (0.611, -3.010, -0.009)  0.2225
H (1.973, -2.764, 0.991)  0.2328
H (3.390, -0.721, 0.676)  0.2416
H (2.214, 0.128, 1.654)  0.1902
H (2.762, 0.649, 0.012)  0.2127
H (-0.511, 2.142, -1.276)  0.2296
H (-0.363, 3.253, 0.247)  0.2409
H (0.607, 1.078, 1.244)  0.4537

Force components x, y, z for each atom (eV/Å):
-1.2 0.1 1.6
1.4 -1.1 2.0
2.0 -0.5 -0.4
-1.1 -0.6 -1.5
-3.9 -4.3 1.1
2.4 0.7 0.7
-0.6 -3.0 -1.2
1.4 -0.6 3.3
1.6 -1.2 3.9
-2.6 4.1 0.6
-1.2 1.8 -0.1
-0.8 0.5 -2.4
-2.4 0.6 -1.5
3.2 -1.3 -1.3
1.9 2.4 2.4
-0.5 -0.6 0.0
0.9 0.5 -1.3
-0.8 -0.5 0.2
-1.0 2.3 0.5
0.7 2.3 0.2
-0.1 -0.4 0.3
0.0 1.3 -2.2
-0.9 0.4 0.1
0.0 1.6 -0.5
1.5 1.0 2.1
-1.5 0.0 -1.1
0.1 0.9 -0.3
0.2 0.2 -0.8
1.8 0.4 -1.2
-0.9 -1.2 -1.6
-1.9 0.6 0.1
3.2 -2.3 0.5
0.5 -0.7 -1.1
-0.5 -1.0 0.6
-0.3 0.3 0.6
0.9 -2.4 -1.2
-1.2 -0.2 -1.4

DFT total energy   -17259.2997 eV
Energy above the lowest of the compared OMol25 structures with the same formula, charge and spin   488.4 kJ/mol
Charge   +1
Kohn-Sham gap   0.3614 Ha


Below is a cluster of 2 separate species, C6H6O2 in total, with properties calculated with ωB97M-V/def2-TZVPD.

Last column: natural (NBO) charge in e.
CARTESIAN COORDINATES (ANGSTROEM)
C (-0.219, 0.585, 1.478)  -0.3650
C (-1.181, -0.410, -0.716)  0.7580
C (-0.549, -0.547, 0.764)  -0.2172
C (-0.411, -1.828, 1.212)  -0.2700
O (-0.668, 0.436, -1.517)  -0.4560
C (1.129, 1.150, -1.216)  -0.1034
C (1.751, 1.558, -2.185)  -0.0749
O (-2.118, -1.144, -0.960)  -0.5719
H (0.191, 0.517, 2.479)  0.1998
H (1.134, 0.995, -0.140)  0.2605
H (-0.478, 1.569, 1.111)  0.2030
H (-0.534, -2.667, 0.540)  0.2098
H (-0.239, -2.049, 2.259)  0.1892
H (2.193, 1.833, -3.109)  0.2380

Force components x, y, z for each atom (eV/Å):
-0.4 0.1 0.3
0.6 -1.8 3.5
-0.5 0.7 -1.8
0.0 -0.6 0.2
0.7 1.4 -1.6
-0.7 -0.5 1.1
-0.1 -0.1 -0.5
0.2 0.6 -0.6
0.0 0.0 0.0
-0.1 0.0 -0.4
0.1 0.0 0.0
-0.2 0.1 0.0
0.2 0.1 -0.1
0.1 0.1 -0.2

DFT total energy   -10407.4367 eV
Energy above the lowest of the compared OMol25 structures with the same formula, charge and spin   576.3 kJ/mol
Charge   0
Kohn-Sham gap (alpha / beta)   0.1995 / 0.3362 Ha


Below is an isolated molecule of C2HNOS3, with properties calculated with ωB97M-V/def2-TZVPD.

Last column: natural (NBO) charge in e.
CARTESIAN COORDINATES (ANGSTROEM)
C (1.602, -0.044, -0.054)  -0.2151
C (-0.634, -0.952, -0.004)  0.1202
N (0.523, -0.674, -0.017)  -0.3246
O (-3.094, -0.485, 0.483)  -0.8790
S (1.573, 1.688, 0.136)  0.3617
S (-0.244, 2.364, -0.061)  -0.2953
S (-2.227, -1.464, -0.201)  1.0040
H (2.501, -0.433, -0.282)  0.2280

Force components x, y, z for each atom (eV/Å):
-0.2 4.4 0.6
-0.6 -0.2 -0.4
-3.0 -2.2 0.0
-0.5 0.0 0.1
0.0 -0.5 -0.3
0.3 -0.4 0.2
1.1 0.4 0.2
2.9 -1.6 -0.4

DFT total energy   -38129.3957 eV
Energy above the lowest of the compared OMol25 structures with the same formula, charge and spin   0.0 kJ/mol
Charge   0
Kohn-Sham gap (alpha / beta)   0.2274 / 0.2336 Ha


Below is a cluster of 7 separate species, C22H60O26P6 in total, with properties calculated with ωB97M-V/def2-TZVPD.

Last column: Mulliken charge in e.
CARTESIAN COORDINATES (ANGSTROEM)
O (1.164, -0.104, 2.005)  -0.4619
C (1.446, -0.842, 1.101)  0.4907
O (2.266, -0.432, 0.093)  -0.3741
C (2.387, -1.482, -0.828)  -0.7585
C (1.154, -2.362, -0.683)  1.0458
C (0.980, -2.247, 0.813)  -0.7422
H (3.259, -2.040, -0.614)  0.4873
H (2.548, -1.035, -1.805)  0.1372
H (1.255, -3.387, -0.971)  0.1995
H (0.290, -1.918, -1.186)  -0.3748
H (1.524, -2.953, 1.447)  0.2979
H (-0.060, -2.337, 1.116)  0.0494
C (-3.275, -0.053, -0.998)  -0.3221
O (-2.342, 0.957, -1.610)  0.2707
P (-2.574, 1.218, -3.191)  0.3616
O (-3.914, 1.024, -3.651)  -0.6934
O (-1.758, 2.626, -3.362)  -0.3654
C (-2.451, 3.852, -2.928)  -0.6286
O (-1.546, 0.175, -3.815)  -0.2977
C (-0.163, -0.034, -3.307)  0.3099
H (-2.865, -0.292, -0.025)  0.2586
H (-3.341, -0.845, -1.741)  -0.1241
H (-4.275, 0.407, -0.842)  0.3106
H (-2.431, 4.632, -3.696)  0.3026
H (-1.802, 4.242, -2.127)  0.1126
H (-3.409, 3.657, -2.458)  0.3421
H (0.066, -1.066, -3.558)  -0.4606
H (-0.078, 0.130, -2.269)  0.2959
H (0.530, 0.704, -3.694)  0.3346
C (0.314, -2.371, -6.550)  -0.5529
O (1.634, -2.867, -6.293)  -0.3716
P (2.316, -2.288, -5.026)  -0.0205
O (1.442, -2.418, -3.863)  0.4528
O (3.734, -3.038, -4.952)  -0.3255
C (3.943, -4.263, -4.269)  -0.4956
O (2.737, -0.805, -5.384)  -0.3108
C (3.853, -0.321, -6.195)  -0.7268
H (0.196, -2.505, -7.650)  0.3488
H (0.149, -1.360, -6.188)  0.3141
H (-0.477, -3.015, -6.198)  0.1225
H (4.576, -4.088, -3.370)  0.2543
H (4.390, -5.041, -4.911)  0.2910
H (3.024, -4.693, -3.895)  0.1021
H (3.942, -1.032, -7.031)  0.3197
H (4.799, -0.253, -5.683)  0.2636
H (3.513, 0.633, -6.623)  0.2594
C (0.550, 5.689, 0.443)  -0.4597
O (-0.906, 5.501, 0.481)  -0.2517
P (-1.604, 5.104, 1.881)  0.9487
O (-1.470, 6.028, 2.994)  -0.8299
O (-3.039, 4.836, 1.340)  -0.2932
C (-4.026, 5.883, 1.595)  -0.8230
O (-1.056, 3.698, 2.272)  -0.1384
C (-1.197, 2.665, 1.214)  -0.4481
H (0.894, 5.569, -0.608)  0.3019
H (1.104, 4.932, 1.085)  0.1068
H (0.794, 6.669, 0.828)  0.2501
H (-3.840, 6.267, 2.608)  0.3250
H (-5.070, 5.520, 1.638)  0.2313
H (-3.859, 6.608, 0.793)  0.3074
H (-0.978, 1.692, 1.671)  0.2512
H (-0.490, 2.938, 0.395)  0.2629
H (-2.265, 2.513, 0.857)  0.2526
C (5.079, 4.856, 4.806)  -0.6540
O (4.126, 5.209, 3.717)  -0.4146
P (2.917, 4.318, 3.323)  1.3236
O (2.645, 3.226, 4.235)  -0.6995
O (1.859, 5.468, 3.222)  -0.2387
C (1.428, 5.892, 4.526)  -0.8263
O (3.255, 3.976, 1.870)  -0.4347
C (2.719, 2.567, 1.498)  -0.7001
H (5.231, 5.783, 5.332)  0.2394
H (5.997, 4.546, 4.294)  0.2440
H (4.643, 4.074, 5.423)  0.3189
H (1.946, 6.838, 4.751)  0.2228
H (1.698, 5.089, 5.246)  0.3906
H (0.355, 6.015, 4.598)  0.2405
H (1.634, 2.386, 1.610)  0.3006
H (3.272, 1.896, 2.151)  0.3489
H (3.024, 2.400, 0.476)  0.3212
C (-3.214, -3.546, -0.483)  -0.7117
O (-2.430, -3.510, -1.701)  0.2327
P (-2.831, -4.436, -2.977)  0.5718
O (-4.199, -4.966, -2.865)  -0.7763
O (-2.453, -3.326, -4.150)  -0.0519
C (-3.487, -2.319, -4.413)  -0.4942
O (-1.700, -5.478, -3.202)  -0.4277
C (-0.259, -5.167, -3.313)  -0.2395
H (-3.439, -4.516, -0.070)  0.3205
H (-4.125, -2.956, -0.606)  0.3363
H (-2.574, -3.161, 0.325)  0.0845
H (-3.026, -1.315, -4.334)  -0.0378
H (-4.347, -2.334, -3.787)  0.3901
H (-3.862, -2.452, -5.405)  0.3498
H (-0.048, -4.817, -2.314)  0.1184
H (-0.072, -4.322, -3.992)  0.0588
H (0.160, -6.101, -3.589)  0.3486
C (0.403, -4.399, 7.728)  -0.7150
O (-0.108, -3.251, 6.934)  -0.3697
P (0.056, -3.413, 5.290)  1.0268
O (0.714, -4.629, 4.806)  -0.7509
O (-1.372, -3.175, 4.759)  -0.1396
C (-2.653, -3.714, 5.233)  -0.6877
O (0.770, -2.032, 5.011)  -0.2160
C (-0.003, -0.808, 5.329)  -0.5315
H (0.465, -4.017, 8.749)  0.2755
H (1.396, -4.867, 7.523)  0.2859
H (-0.388, -5.122, 7.728)  0.2963
H (-3.114, -4.110, 4.340)  0.2475
H (-3.211, -2.866, 5.576)  0.2876
H (-2.568, -4.435, 5.995)  0.2839
H (-0.037, -0.638, 6.418)  0.2738
H (-0.986, -0.909, 4.998)  0.3000
H (0.498, -0.016, 4.758)  0.1565

Force components x, y, z for each atom (eV/Å):
0.0 -0.3 -0.1
0.0 0.7 0.4
-0.5 0.4 1.0
-0.2 -0.3 -1.9
0.0 0.6 0.5
-1.0 0.2 0.7
1.1 -0.7 0.4
-0.3 0.0 -0.2
0.3 -0.4 -0.5
0.1 -0.2 0.0
0.3 0.0 -0.3
-0.1 0.0 0.2
0.1 1.8 -1.0
-1.5 -0.3 0.5
4.5 0.4 1.7
-2.0 0.2 -0.8
-2.0 -0.6 -0.2
1.8 0.0 1.0
0.8 0.5 0.1
-1.1 0.1 -1.0
0.3 -0.4 -0.2
-0.1 -0.5 0.6
0.6 -0.2 -0.3
-0.4 -0.7 -0.2
-0.3 -0.1 -0.1
-0.3 0.0 -0.5
0.1 0.5 0.0
-0.6 -0.1 1.5
0.0 0.0 -0.9
-0.6 -0.7 -2.0
-0.2 -0.4 -0.8
1.8 0.0 0.5
0.4 0.0 0.5
-0.6 0.6 -0.4
0.3 -0.7 1.0
0.4 0.3 0.6
-1.5 -1.0 -1.3
0.2 0.9 0.6
0.1 0.1 -0.2
0.1 -0.3 0.9
-0.2 0.0 -0.8
0.0 0.7 0.0
-0.5 0.1 0.0
0.3 0.3 0.2
0.0 0.0 0.6
0.3 -0.2 0.4
0.2 -1.2 0.2
0.9 -0.2 0.5
1.1 0.5 -0.7
0.0 0.7 0.3
-2.0 0.0 0.1
0.2 0.0 0.4
-0.2 -1.9 -1.1
-0.5 -0.2 0.1
-0.5 0.2 0.7
-0.9 0.9 -0.8
0.0 0.2 0.0
0.1 0.3 -0.5
0.8 -0.4 -0.6
-0.5 0.2 0.4
0.6 0.5 0.0
-0.7 -0.5 0.5
1.3 0.9 0.3
-0.8 0.1 -1.9
2.4 0.4 1.8
0.5 1.3 1.0
-0.4 -1.2 0.7
-1.6 0.0 -0.2
0.5 0.0 0.9
-1.4 -2.8 -2.5
0.9 0.7 0.3
0.1 0.2 0.4
-0.1 -0.1 0.4
0.1 0.0 0.0
-0.2 -0.4 0.1
-0.1 0.7 -0.1
-0.1 0.1 -0.6
0.6 0.7 0.2
-0.3 -0.1 -0.1
0.0 0.2 -0.2
0.7 0.4 0.4
-0.3 -0.8 0.4
-0.1 2.4 -0.5
0.9 0.2 -0.3
-1.6 -1.1 1.1
1.5 0.9 -0.2
0.5 -0.4 -0.4
-2.0 1.3 0.6
-0.3 -0.7 -0.7
0.2 -0.1 0.1
-0.1 0.6 -0.5
-0.2 -0.9 -0.1
-0.5 -0.5 1.0
0.0 -0.2 -0.8
0.9 -0.2 0.2
-0.1 -0.6 0.0
0.7 -0.6 -0.2
-0.2 1.0 0.7
1.2 -2.1 -0.9
1.1 0.4 2.2
0.1 0.4 0.3
-2.1 -0.1 -0.2
1.1 1.2 -1.6
-0.7 0.5 -0.4
2.2 -0.1 0.3
0.0 0.1 -0.1
-0.9 0.8 -0.7
-0.1 -0.8 -0.1
-0.2 -0.3 0.0
-0.4 0.4 0.3
0.4 -0.9 0.9
0.4 -0.1 -0.5
-1.6 -0.2 -0.7
-0.1 -0.2 0.5

DFT total energy   -132767.1504 eV
SMILES   COP(=O)(OC)OC.COP(=O)(OC)OC.COP(=O)(OC)OC.COP(=O)(OC)OC.COP(=O)(OC)OC.COP(=O)(OC)OC.O=C1CCCO1
Charge   0
Kohn-Sham gap   0.3887 Ha